Molecular formula: C27H60N3O2P2S
Method: DFT, ωB97M-V with the def2-TZVPD basis set

The calculated total energy comes out at -66935.4761 eV. The HOMO energy is -11.39 eV. As for the charge: +1. For the max |F|, the calculation gives 8.61 eV/Å. For the orbital gap, the calculation gives 6.879 eV.

Each atom is followed by the atoms it is bonded to, with distances in Å.
Cartesian coordinates (Å):
1 H -1.211 6.915 -1.840  C87 1.096
2 H 0.143 -1.317 -2.669  C10 1.179
3 H -0.644 0.309 -1.888  C10 1.179
4 C -2.651 4.782 -3.132  C9 1.521, H45 1.095, H71 1.097, C75 1.531
5 H 0.160 3.331 -2.140  C34 1.093
6 H -1.722 3.988 1.730  C49 1.193
7 H -1.269 -3.848 -1.675  C89 1.096
8 H 8.156 -2.159 2.489  C59 1.172
9 C -3.148 6.074 -3.762  C4 1.521, H12 1.095, H66 1.094, H73 1.094
10 C -0.690 -0.866 -1.967  H2 1.179, H3 1.179, H24 1.187, P94 1.928
11 H -0.649 5.942 -0.498  C87 1.097
12 H -3.530 5.879 -4.769  C9 1.095
13 C 4.868 0.582 3.092  O15 1.472, H23 1.174, C38 1.654, H90 1.172
14 H -3.503 2.392 1.657  C70 1.193
15 O 5.787 -0.351 2.422  C13 1.472, C51 1.472
16 H -1.478 -7.498 -2.912  C52 1.096
17 P -2.432 -2.274 4.968  H27 1.470, S30 1.946, H39 1.449, N84 1.818
18 C -2.195 -5.467 -2.738  H42 1.097, C52 1.533, H61 1.096, C89 1.531
19 H -2.602 1.531 3.072  C70 1.193
20 H 7.456 -3.314 3.829  C59 1.189
21 N -3.203 -0.596 1.212  C31 1.542, H37 1.043, C68 1.540
22 H 0.980 1.980 4.782  C78 1.193
23 H 3.814 0.137 3.353  C13 1.174
24 H -1.727 -1.264 -2.386  C10 1.187
25 H 2.967 3.023 0.991  C32 1.193
26 H -0.029 -6.176 -4.468  C80 1.095
27 H -1.483 -1.265 5.460  P17 1.470
28 H -1.745 -4.584 -5.409  C72 1.094
29 H 0.061 0.523 1.109  C74 1.171
30 S -3.744 -2.672 6.348  P17 1.946
31 C -2.513 -1.186 2.459  N21 1.542, N69 1.536, N84 1.388
32 C 3.004 2.237 1.889  H25 1.193, C38 1.639, C83 1.645, H88 1.183
33 H -0.931 -5.510 -6.674  C72 1.095
34 C 0.875 4.139 -1.970  H5 1.093, H40 1.094, H48 1.095, C82 1.521
35 H -0.761 -5.913 -0.372  C93 1.095
36 H 0.075 5.487 -3.444  C82 1.095
37 H -3.376 -1.260 0.427  N21 1.043
38 C 4.590 1.908 2.143  C13 1.654, C32 1.639, H76 1.170, H79 1.183
39 H -1.618 -3.413 4.595  P17 1.449
40 H 1.771 3.919 -2.558  C34 1.094
41 O 5.054 -2.034 4.111  C51 1.362
42 H -2.846 -5.736 -1.896  C18 1.097
43 H -2.949 5.362 -1.080  C75 1.097
44 H 0.707 -5.046 -0.848  C93 1.094
45 H -1.875 4.339 -3.765  C4 1.095
46 H -0.493 -2.064 2.264  N69 1.043
47 H 2.048 -0.739 -0.558  C77 1.178
48 H 1.159 4.136 -0.912  C34 1.095
49 C -1.207 2.931 1.929  H6 1.193, H53 1.172, C70 1.671, C81 1.666
50 H -0.853 -7.512 -5.250  C80 1.097
51 C 5.934 -1.616 3.159  O15 1.472, O41 1.362, C59 1.671
52 C -1.921 -6.733 -3.559  H16 1.096, C18 1.533, H63 1.097, C80 1.531
53 H -0.431 2.697 1.081  C49 1.172
54 H 1.083 6.252 -2.230  C82 1.096
55 H -1.893 3.982 -1.287  C75 1.096
56 H 6.802 -3.502 2.068  C59 1.191
57 H -4.366 -1.582 3.452  N84 1.063
58 H 0.241 -6.515 -1.710  C93 1.093
59 C 7.177 -2.691 2.855  H8 1.172, H20 1.189, C51 1.671, H56 1.191
60 H 2.047 -2.697 -0.381  C77 1.171
61 H -2.768 -4.756 -3.344  C18 1.096
62 H 2.997 2.974 4.058  C83 1.179
63 H -2.883 -7.143 -3.892  C52 1.097
64 H 0.746 1.100 3.130  C78 1.172
65 H 1.802 -1.524 1.177  C77 1.194
66 H -2.349 6.815 -3.849  C9 1.094
67 H 2.010 4.068 2.859  C83 1.171
68 C -2.249 0.576 0.914  N21 1.540, C70 1.641, C74 1.657, H91 1.190
69 N -0.981 -1.146 2.359  C31 1.536, H46 1.043, C74 1.544
70 C -2.478 1.845 1.928  H14 1.193, H19 1.193, C49 1.671, C68 1.641
71 H -3.479 4.063 -3.113  C4 1.097
72 C -1.603 -5.590 -5.813  H28 1.094, H33 1.095, C80 1.521, H86 1.094
73 H -3.959 6.508 -3.169  C9 1.094
74 C -0.823 -0.244 1.116  H29 1.171, C68 1.657, N69 1.544, P94 1.921
75 C -2.136 4.966 -1.702  C4 1.531, H43 1.097, H55 1.096, C87 1.533
76 H 5.101 2.881 2.546  C38 1.170
77 C 1.618 -1.679 0.007  H47 1.178, H60 1.171, H65 1.194, P94 1.948
78 C 0.854 2.164 3.610  H22 1.193, H64 1.172, C81 1.642, C83 1.661
79 H 5.095 1.674 1.098  C38 1.183
80 C -1.016 -6.536 -4.777  H26 1.095, H50 1.097, C52 1.531, C72 1.521
81 C -0.512 3.060 3.437  C49 1.666, C78 1.642, H85 1.192, H92 1.187
82 C 0.308 5.491 -2.374  C34 1.521, H36 1.095, H54 1.096, C87 1.531
83 C 2.240 2.959 3.154  C32 1.645, H62 1.179, H67 1.171, C78 1.661
84 N -3.306 -1.640 3.504  P17 1.818, C31 1.388, H57 1.063
85 H -0.318 4.221 3.625  C81 1.192
86 H -2.570 -5.958 -6.172  C72 1.094
87 C -0.924 5.895 -1.559  H1 1.096, H11 1.097, C75 1.533, C82 1.531
88 H 2.436 1.282 1.482  C32 1.183
89 C -0.950 -4.758 -2.196  H7 1.096, C18 1.531, C93 1.521, H95 1.095
90 H 5.346 0.967 4.090  C13 1.172
91 H -2.507 0.956 -0.184  C68 1.190
92 H -1.245 2.718 4.305  C81 1.187
93 C -0.147 -5.614 -1.229  H35 1.095, H44 1.094, H58 1.093, C89 1.521
94 P -0.314 -1.545 -0.202  C10 1.928, C74 1.921, C77 1.948
95 H -0.307 -4.431 -3.019  C89 1.095

Partial charges, Mulliken, in e:
1 H 0.34
2 H 0.36
3 H 0.10
4 C -0.51
5 H 0.00
6 H 0.31
7 H -0.31
8 H 0.28
9 C -1.25
10 C -0.74
11 H 0.34
12 H 0.38
13 C -0.21
14 H 0.35
15 O -0.30
16 H 0.30
17 P 0.12
18 C -0.91
19 H 0.23
20 H 0.29
21 N -0.46
22 H 0.42
23 H 0.23
24 H 0.28
25 H 0.10
26 H 0.22
27 H 0.17
28 H 0.27
29 H -0.54
30 S -0.30
31 C 0.06
32 C 0.31
33 H 0.37
34 C -0.69
35 H 0.28
36 H 0.28
37 H 0.34
38 C -0.87
39 H 0.16
40 H 0.44
41 O -0.54
42 H 0.40
43 H 0.41
44 H 0.26
45 H 0.27
46 H 0.37
47 H 0.27
48 H 0.14
49 C 0.17
50 H 0.38
51 C 0.55
52 C -0.79
53 H -0.05
54 H 0.37
55 H -0.38
56 H 0.24
57 H 0.37
58 H 0.41
59 C -0.82
60 H 0.36
61 H 0.34
62 H 0.31
63 H 0.40
64 H -0.10
65 H 0.26
66 H 0.29
67 H 0.29
68 C -0.34
69 N -0.22
70 C -0.75
71 H 0.38
72 C -1.17
73 H 0.30
74 C 0.65
75 C 0.22
76 H 0.36
77 C -0.93
78 C -0.12
79 H 0.33
80 C -0.32
81 C -1.00
82 C -0.55
83 C -0.57
84 N -0.11
85 H 0.34
86 H 0.30
87 C -0.78
88 H -0.29
89 C 0.60
90 H 0.26
91 H 0.41
92 H 0.31
93 C -1.29
94 P 0.31
95 H 0.28